1.
The following is a quantum chemistry calculation of 10 unconnected molecules or ions with the total composition C31H79N3O10, from OMol25.

```
123
Properties=species:S:1:pos:R:3:lowdin_charge:R:1
C -11.651 -6.211 19.540 -0.21
O -12.467 -6.982 18.746 -0.12
H -11.448 -5.299 18.958 0.07
H -12.120 -5.884 20.504 0.09
H -10.650 -6.660 19.822 0.09
H -12.653 -7.834 19.139 0.03
C -13.147 -9.068 16.443 -0.13
O -12.534 -10.156 15.785 -0.16
H -12.674 -8.867 17.356 0.03
H -13.126 -8.226 15.773 0.08
H -14.224 -9.394 16.550 0.11
H -13.045 -10.340 14.949 0.13
C -9.203 -9.663 18.276 -0.17
O -9.683 -10.846 18.718 -0.13
H -8.546 -9.813 17.420 0.07
H -9.962 -8.986 17.905 0.08
H -8.624 -9.108 19.007 0.07
H -10.637 -10.921 18.545 0.05
C -10.010 -13.413 21.562 -0.14
O -10.117 -12.046 21.192 -0.14
H -10.461 -14.070 20.829 0.06
H -8.926 -13.745 21.756 0.09
H -10.536 -13.453 22.503 0.07
H -9.676 -11.867 20.359 0.03
O -12.267 -11.812 17.900 -0.05
H -12.593 -11.258 17.194 -0.01
H -12.060 -12.737 17.641 0.05
O -10.744 -14.520 17.693 -0.03
H -9.906 -14.126 17.774 -0.05
H -10.864 -15.107 18.448 0.05
O -12.108 -9.707 20.185 -0.02
H -12.485 -10.459 19.722 0.02
H -11.894 -9.954 21.069 0.03
C -9.026 -2.162 13.591 -0.04
C -9.649 -3.440 14.172 -0.55
C -9.959 -4.463 13.090 -0.12
C -10.361 -5.839 13.704 -0.15
C -9.300 -6.422 14.631 -0.16
C -8.783 -5.374 15.596 -0.50
N -8.530 -4.048 14.917 -0.07
O -8.066 -3.141 15.905 -0.02
C -9.729 -5.381 16.826 -0.03
C -7.416 -5.886 16.012 -0.05
C -10.886 -3.051 14.954 -0.03
H -8.836 -1.371 14.389 0.10
H -9.515 -1.738 12.710 0.08
H -8.041 -2.405 13.204 0.08
H -10.791 -4.140 12.423 0.13
H -9.109 -4.533 12.440 0.11
H -10.612 -6.584 12.909 0.12
H -11.267 -5.756 14.331 0.10
H -8.473 -6.732 14.027 0.11
H -9.477 -7.297 15.199 0.10
H -9.690 -6.342 17.386 0.09
H -9.394 -4.628 17.510 0.07
H -10.758 -5.324 16.532 0.06
H -7.050 -5.331 16.946 0.10
H -7.430 -6.989 16.330 0.11
H -6.633 -5.684 15.325 0.07
H -11.485 -2.560 14.173 0.09
H -10.744 -2.326 15.773 0.09
H -11.557 -3.844 15.268 0.06
H -8.808 -2.972 16.451 0.05
C -3.041 -11.495 21.535 -0.02
C -3.811 -10.128 21.624 -0.48
C -4.072 -9.371 20.336 -0.10
C -5.285 -9.969 19.530 -0.16
C -6.515 -10.086 20.396 -0.16
C -6.304 -10.870 21.696 -0.46
N -5.121 -10.217 22.305 -0.10
O -4.869 -10.837 23.584 -0.06
C -7.442 -10.592 22.719 -0.02
C -6.285 -12.430 21.378 0.00
C -2.927 -9.202 22.563 -0.03
H -2.018 -11.255 21.279 0.07
H -3.416 -12.126 20.723 0.06
H -3.045 -12.048 22.468 0.08
H -4.261 -8.346 20.469 0.10
H -3.172 -9.486 19.747 0.12
H -5.116 -10.983 19.061 0.11
H -5.619 -9.310 18.755 0.09
H -7.269 -10.588 19.803 0.08
H -7.030 -9.096 20.563 0.14
H -7.433 -9.562 23.008 0.08
H -8.429 -10.838 22.334 0.06
H -7.285 -11.269 23.549 0.08
H -6.092 -13.106 22.232 0.10
H -7.268 -12.538 20.983 0.04
H -5.534 -12.613 20.643 0.04
H -2.598 -9.822 23.452 0.10
H -3.486 -8.322 22.862 0.08
H -2.088 -8.829 22.037 0.06
H -4.879 -10.036 24.148 0.11
C -6.492 -11.568 16.397 0.00
C -6.337 -13.128 16.391 -0.51
C -4.852 -13.487 16.448 -0.15
C -4.549 -14.960 16.702 -0.16
C -5.463 -15.518 17.828 -0.13
C -6.952 -15.130 17.877 -0.45
N -7.033 -13.650 17.557 -0.05
O -8.389 -13.194 17.530 -0.06
C -7.784 -15.995 16.862 -0.02
C -7.406 -15.418 19.315 -0.02
C -6.861 -13.739 15.104 -0.04
H -5.975 -10.955 17.145 0.06
H -7.574 -11.424 16.477 0.06
H -6.224 -11.185 15.421 0.08
H -4.320 -13.215 15.575 0.11
H -4.389 -12.944 17.248 0.11
H -3.476 -15.022 16.898 0.11
H -4.809 -15.580 15.757 0.13
H -5.007 -15.249 18.768 0.11
H -5.489 -16.592 17.779 0.11
H -8.706 -15.485 16.602 0.06
H -7.217 -16.205 15.940 0.07
H -8.011 -16.942 17.329 0.08
H -6.774 -14.857 19.994 0.06
H -8.411 -15.211 19.530 0.04
H -7.148 -16.476 19.567 0.11
H -6.462 -13.151 14.256 0.09
H -7.970 -13.646 15.058 0.10
H -6.529 -14.774 14.929 0.06
H -8.435 -12.404 18.057 0.06
```

As for the max |F|: 3.6 eV/A. As for the HOMO-LUMO gap: 8.8 eV. For the total energy, the calculation gives -2144.9776 hartree. As for the SMILES: CC1(C)CCCC(C)(C)N1O.CC1(C)CCCC(C)(C)N1O.CC1(C)CCCC(C)(C)N1O.CO.CO.CO.CO.O.O.O. The calculation puts the energy above the lowest of the compared OMol25 structures with the same formula, charge and spin at 91.2 kJ/mol.


2.
The following is a quantum chemistry calculation of 10 unconnected molecules or ions with the total composition C31H79N3O10, from OMol25.

```
123
Properties=species:S:1:pos:R:3:lowdin_charge:R:1
C 2.269 -4.682 5.755 -0.02
C 1.299 -4.632 4.510 -0.45
C -0.153 -4.499 5.073 -0.13
C -0.591 -3.063 5.472 -0.15
C -0.191 -2.035 4.398 -0.13
C 1.233 -2.130 3.788 -0.47
N 1.685 -3.491 3.561 -0.13
O 2.927 -3.599 2.935 0.00
C 1.136 -1.351 2.430 -0.02
C 2.183 -1.286 4.716 -0.03
C 1.396 -5.907 3.696 -0.05
H 1.856 -5.314 6.541 0.07
H 2.492 -3.711 6.198 0.07
H 3.239 -5.091 5.472 0.08
H -0.874 -4.834 4.327 0.11
H -0.125 -5.208 5.899 0.11
H -0.130 -2.809 6.427 0.11
H -1.677 -3.127 5.535 0.11
H -0.267 -1.023 4.795 0.10
H -0.932 -2.073 3.600 0.11
H 2.103 -1.102 1.993 0.09
H 0.644 -1.993 1.700 0.06
H 0.449 -0.514 2.560 0.05
H 2.198 -0.215 4.512 0.07
H 2.129 -1.463 5.790 0.07
H 3.201 -1.542 4.421 0.07
H 0.810 -5.788 2.784 0.07
H 0.973 -6.786 4.183 0.09
H 2.420 -6.115 3.387 0.08
H 2.664 -3.947 2.080 0.10
C 5.386 1.719 -6.989 -0.02
C 5.212 0.510 -5.997 -0.46
C 6.134 0.688 -4.765 -0.14
C 5.564 1.668 -3.712 -0.17
C 4.197 1.134 -3.339 -0.16
C 3.154 1.007 -4.471 -0.50
N 3.816 0.277 -5.555 -0.13
O 2.986 -0.013 -6.616 0.00
C 2.005 0.202 -3.832 -0.04
C 2.581 2.325 -4.953 -0.03
C 5.766 -0.805 -6.651 -0.04
H 5.572 2.612 -6.393 0.07
H 4.502 1.945 -7.584 0.07
H 6.324 1.605 -7.533 0.08
H 6.438 -0.288 -4.385 0.11
H 7.071 1.160 -5.058 0.11
H 5.440 2.678 -4.101 0.11
H 6.149 1.738 -2.795 0.11
H 3.885 1.756 -2.500 0.12
H 4.356 0.177 -2.842 0.12
H 1.571 0.715 -2.973 0.08
H 1.241 0.026 -4.590 0.08
H 2.315 -0.805 -3.553 0.09
H 3.222 2.771 -5.713 0.06
H 1.640 2.355 -5.502 0.09
H 2.685 3.036 -4.133 0.09
H 5.034 -1.127 -7.391 0.07
H 5.943 -1.635 -5.966 0.08
H 6.667 -0.646 -7.243 0.08
H 2.967 0.777 -7.160 0.08
C -3.780 1.020 2.240 -0.04
C -2.841 2.116 2.795 -0.44
C -1.666 1.252 3.412 -0.14
C -0.381 1.992 3.798 -0.20
C 0.142 2.679 2.559 -0.13
C -0.953 3.532 1.861 -0.50
N -2.239 2.853 1.705 -0.06
O -3.230 3.781 1.163 -0.02
C -1.114 4.850 2.666 -0.04
C -0.376 3.976 0.522 -0.04
C -3.589 2.934 3.967 -0.01
H -3.260 0.373 1.534 0.06
H -4.637 1.432 1.707 0.07
H -4.167 0.298 2.960 0.09
H -1.919 0.688 4.310 0.11
H -1.353 0.485 2.703 0.08
H 0.442 1.369 4.151 0.09
H -0.589 2.579 4.693 0.11
H 0.632 1.970 1.892 0.12
H 0.845 3.381 3.006 0.12
H -0.258 5.520 2.588 0.09
H -1.997 5.400 2.338 0.08
H -1.328 4.669 3.719 0.06
H -0.845 4.902 0.188 0.08
H 0.700 4.146 0.469 0.09
H -0.694 3.238 -0.214 0.08
H -4.255 3.675 3.525 0.07
H -2.964 3.504 4.654 0.06
H -4.232 2.283 4.559 0.07
H -3.395 3.380 0.306 0.05
O -5.606 0.111 -0.538 -0.02
H -5.221 -0.675 -0.149 0.02
H -6.406 0.261 -0.034 0.07
O -5.073 -2.862 0.066 -0.05
H -4.635 -3.097 -0.752 -0.02
H -4.645 -3.400 0.731 0.04
O -3.302 -3.350 -1.993 -0.03
H -3.700 -3.089 -2.824 0.07
H -2.497 -3.803 -2.245 0.06
O -1.022 -3.983 1.040 -0.05
H -0.955 -3.600 0.166 -0.01
H -0.118 -4.177 1.287 0.01
O -2.525 -0.281 -4.378 -0.05
H -2.448 0.431 -3.744 0.00
H -2.313 0.123 -5.220 0.03
C -6.088 3.165 -2.412 -0.06
C -4.648 2.638 -2.461 -0.31
O -4.203 2.285 -1.202 -0.12
H -6.713 2.493 -1.824 0.07
H -6.557 3.172 -3.396 0.07
H -6.107 4.202 -2.077 0.08
H -3.935 3.363 -2.854 0.12
H -4.581 1.715 -3.036 0.11
H -4.699 1.487 -1.004 0.02
C -0.800 -1.324 -1.577 -0.07
C -1.878 -0.490 -0.898 -0.29
O -1.751 0.753 -1.553 -0.09
H 0.137 -0.771 -1.638 0.07
H -0.990 -1.701 -2.582 0.07
H -0.602 -2.147 -0.890 0.04
H -1.649 -0.344 0.158 0.10
H -2.889 -0.882 -1.010 0.10
H -2.469 1.267 -1.176 0.04
```

As for the max |F|: 3.3 eV/A. As for the HOMO-LUMO gap: 8.4 eV. For the total energy, the calculation gives -2145.0124 hartree. As for the SMILES: CC1(C)CCCC(C)(C)N1O.CC1(C)CCCC(C)(C)N1O.CC1(C)CCCC(C)(C)N1O.CCO.CCO.O.O.O.O.O. The calculation puts the energy above the lowest of the compared OMol25 structures with the same formula, charge and spin at 0.0 kJ/mol.


Question: What is the max |F| in the second record?
Answer: 3.3 eV/A


Question: What is the HOMO-LUMO gap in the first record?
Answer: 8.8 eV


Question: Among the records above, which one has the highest max |F|?
Answer: number 1


Question: Number 1 is which compound?
Answer: C31H79N3O10